A:
ORCA calculation (ωB97M-V/def2-TZVPD) on an isolated molecule of C6H9F.

Structure (XYZ):
```
16
Properties=species:S:1:pos:R:3:lowdin_charge:R:1
C 2.61 -0.37 -0.52 -0.012
H 3.60 -0.08 -0.46 0.028
H -0.36 0.61 1.29 0.120
C -2.12 0.17 0.15 -0.062
F -0.88 2.57 0.00 -0.040
H -2.78 1.06 0.24 0.104
H -0.08 -1.70 0.48 0.126
C 0.24 -0.80 -0.13 -0.195
H 0.12 -0.92 -1.26 0.137
H 2.17 -0.09 -1.55 0.100
H -2.47 -0.28 1.09 0.104
H 1.85 -0.93 1.39 0.112
C 1.71 -0.63 0.34 -0.197
H -2.34 -0.45 -0.62 0.045
C -0.59 0.39 0.30 -0.425
C -0.66 1.44 -0.73 0.055
```

lowest unoccupied orbital energy	0.487	eV
gap between HOMO and LUMO	9.81	eV
HOMO energy	-9.3234	eV
net charge	0

B:
ORCA calculation (ωB97M-V/def2-TZVPD) on an isolated molecule of C6H9F.

Structure (XYZ):
```
16
Properties=species:S:1:pos:R:3:lowdin_charge:R:1
H 1.81 0.97 1.19 0.123
H -0.26 -2.97 0.02 0.089
H -1.05 -2.06 -1.22 0.096
C -0.01 -0.94 0.22 -0.126
C -0.63 0.36 0.17 -0.249
H 2.58 1.75 -0.26 0.122
C 1.82 1.01 0.08 -0.213
C 0.37 1.35 -0.39 -0.236
H 0.21 1.38 -1.54 0.147
H -1.69 -2.05 0.26 0.088
C -0.73 -2.02 -0.20 -0.143
H -0.51 0.68 1.29 0.159
F 2.87 -1.17 0.32 -0.024
H -1.65 0.42 -0.33 0.143
C 1.97 -0.41 -0.35 -0.052
H 0.19 2.28 0.06 0.074
```

lowest unoccupied orbital energy (spin up / spin down)	0.314 / -0.076	eV
gap between HOMO and LUMO (spin up / spin down)	8.32 / 7.44	eV
HOMO energy (spin up / spin down)	-8.0082 / -7.5169	eV
net charge	0

Ranking the structures above by energy, A is first and the second is 148.5 kJ/mol behind.